{
  "formula": "C48H45FN6O7Sr",
  "method": "ωB97M-V/def2-TZVPD",
  "de_lowest_ev": 0.852,
  "homo_energy_ev": -7.8,
  "total_charge": 0,
  "lumo_ev": -0.703,
  "symbols": ["Sr", "C", "C", "C", "C", "C", "N", "C", "C", "C", "N", "C", "C", "C", "C", "C", "C", "C", "C", "N", "C", "C", "C", "N", "C", "C", "C", "C", "O", "C", "O", "H", "H", "H", "H", "H", "H", "H", "H", "H", "H", "H", "H", "H", "H", "H", "H", "H", "H", "H", "H", "H", "H", "H", "H", "H", "H", "H", "H", "C", "C", "C", "C", "C", "C", "C", "F", "C", "C", "C", "O", "C", "C", "N", "C", "C", "O", "O", "H", "H", "H", "H", "H", "H", "H", "H", "H", "H", "H", "O", "C", "O", "C", "C", "C", "C", "C", "C", "C", "C", "C", "N", "H", "H", "H", "H", "H", "H"],
  "positions_angstrom": [[-0.45784, -1.72769, 1.12094], [2.13539, -0.93032, -5.93443], [1.32785, -0.71028, -4.68742], [1.23355, 0.49650, -4.08336], [0.44285, 0.68021, -2.89693], [0.10561, 1.86185, -2.27366], [0.60158, 3.09761, -2.37790], [1.90510, 3.48066, -2.90385], [3.05026, 2.66290, -2.30195], [3.05032, 2.65291, -0.76618], [3.07611, 1.30569, -0.23272], [3.96594, 0.86413, 0.62222], [3.97905, -0.41913, 1.16651], [5.00648, -0.74464, 2.09295], [5.08160, -1.97368, 2.67381], [6.12637, -2.34066, 3.68831], [4.11554, -2.92850, 2.27499], [3.09729, -2.69122, 1.38551], [2.21764, -3.82977, 1.08020], [1.16327, -3.76314, 0.38319], [0.39771, -4.98266, 0.16635], [0.71016, -5.54794, -1.21964], [0.53240, -4.52167, -2.33534], [-0.82608, -4.01355, -2.29033], [-1.08270, -2.80380, -2.54432], [-0.17553, -1.73092, -3.03420], [0.58876, -1.82108, -4.14649], [-0.20470, -0.48084, -2.29071], [-0.73129, -0.42394, -1.17093], [2.93720, -1.36361, 0.82453], [1.95459, -1.01051, 0.11104], [2.59863, -0.00476, -6.27546], [1.51180, -1.31432, -6.74433], [2.92845, -1.66149, -5.76347], [1.72995, 1.34567, -4.53445], [-0.70933, 1.78291, -1.55936], [0.10961, 3.79951, -1.84720], [2.03131, 4.53590, -2.66013], [1.92339, 3.40890, -3.99283], [3.98963, 3.06103, -2.68874], [2.99164, 1.63260, -2.64787], [2.15803, 3.15546, -0.38363], [3.91114, 3.18622, -0.36156], [2.34032, 0.61319, -0.44382], [4.74515, 1.56460, 0.91409], [5.73390, 0.02180, 2.34395], [6.74214, -1.47883, 3.94497], [6.78686, -3.12705, 3.31727], [5.66446, -2.70855, 4.60592], [4.17006, -3.91845, 2.71777], [2.51785, -4.77594, 1.54801], [-0.66364, -4.72948, 0.22772], [0.61109, -5.72504, 0.94349], [0.05154, -6.39826, -1.40681], [1.74029, -5.91647, -1.23870], [0.68789, -5.02194, -3.29669], [1.27831, -3.72387, -2.24373], [-2.11111, -2.47700, -2.38322], [0.63065, -2.76353, -4.68390], [-7.71564, 1.69807, 0.09455], [-6.79069, 1.21141, -1.01495], [-6.67784, 2.18078, -2.18570], [-6.00165, 3.47559, -1.75483], [-4.70365, 3.19013, -1.04860], [-3.68435, 4.11518, -1.02640], [-2.49943, 3.82681, -0.35703], [-1.49577, 4.75270, -0.40922], [-2.29735, 2.65866, 0.31181], [-3.30543, 1.68545, 0.27239], [-3.03268, 0.37540, 0.89119], [-2.00471, 0.24497, 1.57867], [-3.99834, -0.64400, 0.61510], [-5.16175, -0.28439, 0.01487], [-5.44960, 0.94539, -0.47809], [-4.49958, 1.94339, -0.41136], [-3.80200, -2.15065, 0.88780], [-4.77686, -2.77369, 1.28843], [-2.65061, -2.56624, 0.56389], [-8.71286, 1.89769, -0.29993], [-7.33635, 2.61153, 0.55402], [-7.79969, 0.94327, 0.87620], [-7.15568, 0.25445, -1.39025], [-7.67323, 2.37963, -2.58402], [-6.09529, 1.70529, -2.97839], [-6.66220, 4.03714, -1.08794], [-5.81765, 4.11814, -2.61689], [-3.78784, 5.06747, -1.53149], [-1.38816, 2.44453, 0.85747], [-5.93860, -1.03182, -0.09963], [1.52708, -3.62102, 4.46836], [0.76574, -2.81180, 3.93179], [-0.22810, -3.01585, 3.18695], [1.11488, -1.33505, 4.17885], [1.65744, -0.95680, 5.43653], [1.99119, 0.34189, 5.65350], [1.79864, 1.29289, 4.61656], [2.08751, 2.66776, 4.76126], [1.84010, 3.54385, 3.74021], [1.29429, 3.07732, 2.52780], [1.02705, 1.74651, 2.35162], [1.27353, 0.82503, 3.39323], [0.95812, -0.48606, 3.19287], [1.79317, -1.73240, 6.17615], [2.39582, 0.67126, 6.60364], [2.49265, 3.01837, 5.70320], [2.04624, 4.59879, 3.86637], [1.06399, 3.78511, 1.73961], [0.59166, 1.37219, 1.43231]]
}


{
  "formula": "C2H8NO3",
  "method": "ωB97M-V/def2-TZVPD",
  "de_lowest_ev": 4.524,
  "homo_energy_ev": -10.4,
  "total_charge": 1,
  "lumo_ev": -3.516,
  "symbols": ["C", "C", "N", "O", "O", "O", "H", "H", "H", "H", "H", "H", "H", "H"],
  "positions_angstrom": [[-0.42852, -0.55299, 0.18115], [0.64135, 2.01769, -1.28378], [-0.38769, -1.64519, 1.16700], [1.83671, 1.69488, -0.92468], [-0.13624, 2.84333, -0.69283], [0.14312, 1.36826, -2.36959], [-1.38128, -0.59163, -0.21465], [0.24639, -0.87256, -0.65802], [-1.04799, -2.32602, 0.96703], [-0.61496, -1.09527, 2.10600], [0.56308, -2.05460, 1.30073], [2.32510, 2.06673, -0.08861], [-1.07395, 2.87469, -1.01513], [0.91120, 0.94482, -2.90557]]
}


{
  "formula": "C27H32N4O4S2Sc",
  "method": "ωB97M-V/def2-TZVPD",
  "de_lowest_ev": 0.427,
  "homo_energy_ev": [-9.6, -9.6],
  "total_charge": 1,
  "lumo_ev": [-3.598, -3.587],
  "symbols": ["Sc", "C", "C", "O", "C", "C", "O", "C", "C", "O", "C", "C", "O", "H", "H", "H", "H", "H", "H", "H", "H", "H", "H", "H", "H", "H", "H", "H", "H", "S", "C", "N", "N", "C", "C", "C", "C", "C", "C", "N", "N", "C", "C", "C", "C", "C", "C", "H", "H", "H", "H", "H", "H", "H", "H", "H", "H", "H", "S", "C", "C", "C", "C", "C", "C", "H", "H", "H", "H", "H"],
  "positions_angstrom": [[0.68884, -0.46510, 0.79673], [0.06354, -3.49954, -0.06554], [-1.19755, -2.76821, -0.46045], [-1.35999, -1.59505, 0.33906], [-2.21951, -1.68801, 1.48272], [-1.48655, -2.27132, 2.68277], [-0.13432, -1.83528, 2.60227], [0.63435, -2.01651, 3.78775], [2.00942, -1.43720, 3.47088], [2.30611, -1.65573, 2.09436], [2.59977, -2.99859, 1.72023], [2.42076, -3.04703, 0.22033], [1.11906, -2.53045, -0.12163], [0.27381, -4.30568, -0.77208], [-0.00521, -3.91176, 0.94382], [-2.06963, -3.41902, -0.37753], [-1.11046, -2.42191, -1.49143], [-3.09934, -2.28455, 1.23594], [-2.51621, -0.66490, 1.69534], [-1.50549, -3.36673, 2.69287], [-1.95191, -1.90854, 3.60266], [0.67377, -3.08193, 4.03508], [0.17858, -1.48212, 4.62459], [2.78267, -1.86729, 4.10958], [2.01759, -0.35291, 3.59138], [1.93281, -3.70099, 2.22849], [3.63202, -3.24239, 1.98451], [2.52884, -4.06067, -0.16754], [3.14627, -2.39498, -0.26628], [-0.53167, 1.24863, 2.08173], [-1.40733, 1.94670, 0.71767], [-2.35144, 2.81311, 1.00356], [-2.96608, 3.45722, 0.06130], [-4.06573, 4.29432, 0.34169], [-4.66771, 4.30293, 1.59378], [-5.74129, 5.14772, 1.81832], [-6.22347, 5.96904, 0.80701], [-5.61657, 5.94816, -0.43995], [-4.53369, 5.11690, -0.67499], [-1.14649, 1.66932, -0.58555], [-0.32588, 0.74705, -0.83851], [-0.15894, 0.45695, -2.22181], [-1.00878, 0.94775, -3.21322], [-0.80372, 0.58480, -4.53143], [0.24103, -0.26629, -4.87706], [1.08555, -0.75346, -3.89244], [0.88291, -0.39602, -2.56866], [-2.74541, 3.24695, -0.90647], [-4.28610, 3.66308, 2.37640], [-6.20828, 5.16035, 2.79412], [-7.06540, 6.62189, 0.99135], [-5.97915, 6.58891, -1.23233], [-4.04343, 5.11519, -1.64181], [-1.82539, 1.60031, -2.94319], [-1.46445, 0.96624, -5.29836], [0.39545, -0.54247, -5.91134], [1.91604, -1.39669, -4.15290], [1.57887, -0.74164, -1.81473], [2.60838, 1.05748, 0.57466], [3.89002, 0.27623, -0.37853], [4.80055, -0.59403, 0.22513], [5.81780, -1.18132, -0.51515], [5.94898, -0.90039, -1.86805], [5.06632, -0.01287, -2.46851], [4.04851, 0.57581, -1.73158], [4.71594, -0.78297, 1.28877], [6.52209, -1.84532, -0.02922], [6.74724, -1.34966, -2.44359], [5.17711, 0.23478, -3.51687], [3.37156, 1.27971, -2.19813]]
}


{
  "formula": "C2H8N",
  "method": "ωB97M-V/def2-TZVPD",
  "de_lowest_ev": 0.442,
  "homo_energy_ev": -17.1,
  "smiles": "CC[NH3+]",
  "total_charge": 1,
  "lumo_ev": -3.983,
  "symbols": ["C", "C", "N", "H", "H", "H", "H", "H", "H", "H", "H"],
  "positions_angstrom": [[0.01820, 1.01288, -0.73082], [-0.52053, -0.28037, -0.22525], [0.30542, -0.81576, 0.93317], [0.46894, 0.99916, -1.72978], [-0.64956, 1.87371, -0.79157], [0.90187, 1.45694, -0.25949], [-1.54395, -0.32498, 0.13822], [-0.46656, -1.01879, -1.02639], [-0.09202, -1.64067, 1.39337], [0.35662, -0.08324, 1.63892], [1.22157, -1.17889, 0.65961]]
}